# 1
Below is a 2-piece molecular cluster, C31H35N5O2S overall in a non-equilibrium geometry, with properties calculated with the ωB97M-V functional and the def2-TZVPD basis.

As for the total charge: 0. Its HOMO energy is -6.9 eV. The value obtained for the total energy is -55093.971 eV. The LUMO energy is -1.9 eV. As for the largest force on an atom: 1.82 eV/Å.

Last column: Löwdin charge in e.
Positions of all 74 atoms, in Å:
C 1.22 4.06 6.52  -0.0538
N 2.06 2.98 6.04  -0.1844
C 3.26 2.77 6.84  -0.0507
C 1.78 2.29 4.90  -0.1890
C 2.47 1.08 4.58  -0.0079
C 2.16 0.41 3.43  -0.0090
C 1.17 0.88 2.52  -0.2151
C 0.82 0.11 1.36  0.0035
C 0.22 0.62 0.22  -0.0155
C 0.19 0.03 -1.06  -0.0569
C -0.32 0.79 -2.20  -0.1703
C -0.20 2.20 -2.25  -0.0144
C -0.73 2.93 -3.30  -0.0061
C -1.33 2.27 -4.41  -0.2335
N -1.86 3.00 -5.46  -0.2248
C -1.69 2.61 -6.84  -0.0719
C -2.82 4.07 -5.24  -0.0650
C -1.42 0.86 -4.39  0.0016
C -0.97 0.15 -3.29  -0.0201
C 0.63 -1.35 -1.27  -0.1507
C 0.55 -2.33 -0.27  -0.0286
C 0.97 -3.64 -0.46  0.0265
C 1.44 -4.05 -1.72  -0.2399
N 1.83 -5.37 -1.92  -0.2452
C 1.04 -6.30 -2.70  -0.0718
C 2.98 -5.95 -1.28  -0.0752
C 1.51 -3.09 -2.76  0.0037
C 1.16 -1.77 -2.52  -0.0298
C 0.56 2.12 2.80  -0.0140
C 0.81 2.79 3.98  0.0012
H 0.23 4.01 6.06  0.0817
H 1.11 3.99 7.61  0.0955
H 1.67 5.04 6.29  0.1002
H 3.98 2.13 6.31  0.0761
H 3.73 3.74 7.06  0.0950
H 3.00 2.30 7.81  0.0993
H 3.24 0.70 5.25  0.0983
H 2.67 -0.54 3.18  0.1256
H 1.29 -0.87 1.37  0.1102
H -0.28 1.58 0.31  0.1107
H 0.35 2.72 -1.46  0.1171
H -0.65 4.02 -3.32  0.1169
H -0.89 1.87 -6.94  0.0911
H -2.62 2.20 -7.26  0.0868
H -1.43 3.50 -7.44  0.0872
H -2.95 4.25 -4.17  0.0897
H -2.48 4.99 -5.74  0.0859
H -3.79 3.79 -5.68  0.0902
H -1.89 0.34 -5.22  0.1174
H -1.11 -0.93 -3.27  0.1234
H 0.10 -2.09 0.69  0.0676
H 0.87 -4.36 0.35  0.1296
H 0.15 -5.80 -3.11  0.0938
H 1.65 -6.71 -3.52  0.0791
H 0.72 -7.14 -2.07  0.0846
H 3.55 -5.19 -0.74  0.0915
H 2.68 -6.75 -0.58  0.0810
H 3.63 -6.40 -2.05  0.0815
H 1.88 -3.40 -3.73  0.1176
H 1.28 -1.04 -3.33  0.1184
H -0.16 2.54 2.10  0.1148
H 0.28 3.72 4.18  0.1045
C -1.68 -1.10 2.15  0.0016
C -2.41 0.02 2.60  -0.4681
O -2.00 0.97 3.29  -0.0147
N -3.79 0.08 2.20  0.0978
C -4.44 -0.75 1.32  -0.8699
S -5.97 -0.47 0.71  0.5224
N -3.67 -1.85 1.01  0.0995
C -2.33 -2.12 1.41  -0.4683
O -1.86 -3.21 1.05  -0.0194
H -0.69 -1.28 2.55  0.1001
H -4.31 0.88 2.53  0.1310
H -4.11 -2.56 0.42  0.1327



# 2
Below is C31H35N5O8PPdS3 as an isolated structure in a non-equilibrium geometry, with properties calculated with the ωB97M-V functional and the def2-TZVPD basis.

As for the total charge: 0. Its HOMO energy (spin up / spin down) is -7.4 / -7.4 eV. The multiplicity is 6. The value obtained for the total energy is -101819.154 eV. The LUMO energy (spin up / spin down) is 0.6 / -3.3 eV. The value obtained for the energy above the lowest of the compared OMol25 structures with the same formula, charge and spin is 1.544 eV. As for the largest force on an atom: 1.69 eV/Å.

Last column: Löwdin charge in e.
Positions of all 84 atoms, in Å:
Pd 0.16 0.56 -1.81  0.7064
C 1.58 6.45 -1.73  -0.0813
C 2.28 5.70 -2.85  -0.2747
O 2.81 4.44 -2.39  -0.3706
P 2.16 2.99 -2.54  0.4283
S 2.49 0.35 -2.34  0.4259
S 0.43 3.00 -1.33  0.6261
O 1.53 3.15 -4.01  -0.3766
C 1.07 2.11 -4.89  -0.2876
C 2.23 1.49 -5.65  -0.0757
H 1.24 7.42 -2.10  0.0809
H 2.26 6.61 -0.90  0.0819
H 0.72 5.89 -1.37  0.0380
H 3.14 6.26 -3.21  0.1188
H 1.60 5.53 -3.69  0.1062
H 0.38 2.61 -5.58  0.1269
H 0.51 1.35 -4.35  0.0523
H 2.77 2.26 -6.20  0.0811
H 1.86 0.75 -6.35  0.0876
H 2.92 1.01 -4.95  0.0318
O -2.56 -1.52 0.30  -0.2886
S -3.06 -1.29 -1.02  0.6428
O -3.60 -2.45 -1.70  -0.3086
N -1.97 -0.53 -1.97  -0.0953
C -2.39 0.64 -2.40  -0.5580
O -1.68 1.39 -3.10  -0.0574
C -3.78 0.97 -1.95  -0.1381
C -4.50 2.11 -2.25  0.0034
C -5.78 2.24 -1.70  -0.0657
C -6.30 1.24 -0.89  -0.0679
C -5.56 0.10 -0.58  -0.0296
C -4.29 0.00 -1.11  -0.1993
H -4.08 2.87 -2.89  0.1205
H -6.37 3.12 -1.91  0.1041
H -7.30 1.34 -0.49  0.1053
H -5.96 -0.67 0.06  0.1216
C -1.21 -3.57 -4.49  -0.0027
N -0.58 -3.38 -3.19  -0.0331
C -0.86 -4.23 -2.18  -0.0496
C -0.40 -4.03 -0.93  -0.0012
C 0.31 -2.82 -0.69  -0.3744
N 0.53 -1.95 -1.67  0.1042
C 0.08 -2.18 -2.94  -0.5538
O 0.28 -1.38 -3.85  -0.0382
N 0.83 -2.56 0.52  0.2018
H -0.88 -4.51 -4.94  0.0940
H -0.92 -2.74 -5.12  0.0852
H -2.29 -3.58 -4.37  0.0980
H -1.46 -5.09 -2.44  0.1402
H -0.65 -4.71 -0.13  0.1154
H 0.44 -3.05 1.31  0.1024
H 1.13 -1.61 0.67  0.0761
C 2.79 -4.00 5.68  -0.0517
C 3.17 -2.73 4.96  -0.2357
C 4.50 -2.35 4.92  -0.0613
C 4.89 -1.21 4.23  -0.0878
C 3.94 -0.42 3.62  -0.0281
C 2.58 -0.77 3.68  -0.2019
N 1.69 0.08 3.00  0.0932
C 0.41 0.43 3.36  -0.2042
C 0.08 0.52 4.72  -0.0395
C -1.18 0.92 5.12  -0.0804
C -2.15 1.24 4.19  -0.0864
C -1.84 1.18 2.84  -0.0183
C -0.58 0.79 2.40  -0.0564
C -0.38 0.76 0.91  -0.6112
O -1.31 1.12 0.18  -0.0841
O 0.75 0.38 0.42  -0.1740
C 2.19 -1.96 4.32  -0.1620
C 0.77 -2.47 4.29  -0.0377
H 3.64 -4.40 6.23  0.0745
H 2.45 -4.76 4.97  0.0826
H 1.97 -3.82 6.38  0.0831
H 5.25 -2.96 5.41  0.1052
H 5.94 -0.93 4.18  0.1015
H 4.22 0.48 3.09  0.1115
H 1.94 0.34 2.06  0.1164
H 0.84 0.28 5.45  0.1191
H -1.40 0.99 6.18  0.1038
H -3.14 1.54 4.51  0.0982
H -2.58 1.42 2.09  0.1176
H 0.19 -2.00 3.50  0.0675
H 0.26 -2.26 5.23  0.0915
H 0.76 -3.55 4.14  0.0757



# 3
Below is a 7-piece molecular cluster, C31H35N6O13 overall in a non-equilibrium geometry, with properties calculated with the ωB97M-V functional and the def2-TZVPD basis.

As for the total charge: -1. Its HOMO energy is -6.1 eV. The value obtained for the total energy is -68245.173 eV. The LUMO energy is 0.6 eV. The value obtained for the energy above the lowest of the compared OMol25 structures with the same formula, charge and spin is 2.351 eV. As for the largest force on an atom: 13.85 eV/Å.

Last column: Löwdin charge in e.
Positions of all 85 atoms, in Å:
C 37.46 48.52 34.76  -0.8419
O 38.31 48.16 35.63  -0.0500
O 36.46 47.77 34.44  0.1476
O 37.59 49.61 34.06  -0.1216
H 36.56 47.35 35.21  -0.0018
C 39.90 51.09 38.92  -0.0930
C 39.49 51.34 40.26  -0.0442
C 38.71 50.26 41.18  0.0935
C 38.43 48.91 40.51  -0.1377
C 38.86 48.64 39.06  0.0847
C 39.75 49.73 38.37  0.0209
N 37.88 47.81 41.22  -0.3318
O 37.58 46.73 40.62  0.0178
O 37.72 47.84 42.48  0.0243
H 40.44 51.78 38.27  0.0895
H 39.73 52.32 40.74  0.0893
H 38.43 50.34 42.17  0.0490
H 38.68 47.56 38.78  0.1057
H 39.99 49.55 37.46  0.0063
C 35.16 45.81 37.27  -0.0647
C 35.40 47.16 37.64  -0.1017
C 34.46 48.02 38.41  0.0589
C 32.96 47.59 38.66  -0.0997
C 32.64 46.10 38.38  0.0517
C 33.80 45.22 37.66  -0.0088
N 32.02 48.42 39.41  -0.3724
O 30.82 48.08 39.18  0.0093
O 32.35 49.36 40.09  0.0770
H 35.96 45.14 36.79  0.1240
H 36.46 47.53 37.65  0.0904
H 34.70 49.14 38.51  0.0781
H 31.50 45.72 38.66  0.1381
H 33.77 44.18 37.50  0.0370
C 33.86 49.09 30.35  -0.0943
C 33.71 49.81 29.03  0.0184
C 35.00 50.67 28.64  0.1054
C 36.29 50.61 29.65  -0.0807
C 36.16 49.94 31.01  0.0790
C 34.88 49.12 31.31  -0.0399
N 37.51 51.16 29.12  -0.3667
O 38.49 51.27 29.88  0.0222
O 37.51 51.94 28.15  0.0263
H 32.92 48.63 30.76  0.1011
H 33.00 49.89 28.38  -0.0096
H 34.94 51.15 27.72  0.0352
H 37.13 49.87 31.58  0.0928
H 35.08 48.62 32.22  0.0705
C 40.58 47.99 30.76  -0.0740
C 41.22 46.76 30.15  -0.0100
C 41.26 45.45 30.89  0.0394
C 40.62 45.42 32.26  -0.0895
C 39.84 46.70 32.79  0.1496
C 39.94 48.06 32.00  -0.0041
N 40.76 44.24 33.04  -0.3352
O 41.10 43.18 32.42  0.0077
O 40.40 44.17 34.27  0.0307
H 40.70 48.86 30.24  0.0511
H 41.47 46.77 29.15  0.0457
H 41.60 44.76 30.26  0.0388
H 39.48 46.55 33.72  0.0275
H 39.43 48.96 32.44  0.0953
C 40.04 52.16 35.19  -0.3002
O 41.16 52.23 35.75  -0.0551
N 39.35 53.30 35.03  -0.1543
C 38.15 53.34 34.19  -0.0636
C 39.82 54.61 35.48  -0.0082
H 39.60 51.18 34.78  0.1535
H 38.40 53.73 33.17  0.1029
H 37.35 53.94 34.54  0.0659
H 37.58 52.43 34.06  0.0677
H 40.80 54.78 35.58  0.0531
H 39.70 54.55 36.44  0.0354
H 39.29 55.36 34.99  0.0815
C 34.92 50.88 35.84  -0.2845
O 33.76 51.14 35.46  -0.0379
N 35.39 51.05 37.13  -0.1349
C 36.84 50.98 37.37  -0.0353
C 34.50 51.51 38.26  -0.0086
H 35.45 50.68 34.94  0.1084
H 37.28 51.67 36.58  0.1091
H 37.22 50.15 37.37  -0.0663
H 37.46 51.22 38.37  0.1194
H 35.03 51.28 39.21  0.1034
H 33.55 50.83 38.22  0.1096
H 34.19 52.37 38.17  -0.0179